The following is a DFT calculation (ωB97M-V/def2-TZVPD) of C6H12O in the gas phase.

The multiplicity is 1. The energy comes out at -8457.5422 eV. The calculation puts the relative energy (zero: lowest compared OMol25 entry of this formula, charge and spin) at 6.812 eV.

Last column: Löwdin charge in e.
Cartesian coordinates (Å):
1 O 0.161017 1.341490 1.312478  -0.139
2 C 1.648607 1.262530 1.189757  -0.265
3 C 2.127640 -0.001653 0.595922  -0.049
4 C 1.051247 -0.445671 -0.439626  -0.196
5 C -0.435113 -1.189273 -0.164454  -0.157
6 C -1.722859 -0.358530 -0.505674  -0.082
7 C -2.499603 -0.675129 -1.768734  -0.128
8 H 2.032215 1.485840 2.209476  0.117
9 H 1.906611 2.120055 0.460516  0.132
10 H 2.660005 -0.784239 1.143306  0.079
11 H 0.795773 0.429240 -1.023614  0.091
12 H 1.570347 -1.121128 -1.138380  0.098
13 H -0.363937 -2.102851 -0.794205  0.104
14 H -0.280738 -1.487593 0.830440  0.078
15 H -2.134467 0.368493 0.231456  0.095
16 H -0.365076 0.943539 0.565245  0.021
17 H -3.146892 -1.531014 -1.818691  0.066
18 H -1.838417 -0.775049 -2.622057  0.072
19 H -3.143072 0.169132 -1.986463  0.062

Forces on the atoms, in the same order (eV/Å):
0.52 -0.23 0.12
-0.90 1.82 -0.57
-4.44 -1.71 -1.79
4.72 1.18 -0.33
-3.67 0.64 -1.65
2.70 -2.93 1.19
0.73 1.66 0.31
-0.31 -0.07 -0.77
-0.04 -0.97 1.24
0.03 0.42 -0.05
0.00 0.13 -0.05
-0.47 -0.08 0.25
-0.30 0.80 0.24
-0.41 -0.05 1.37
0.41 -0.65 -0.65
1.41 0.65 0.85
-0.17 -0.79 0.67
0.38 -0.06 -0.21
-0.21 0.24 -0.16